# C36H67BBr16FN2O5S2

9 unconnected molecules or ions with the total composition C36H67BBr16FN2O5S2 in a non-equilibrium geometry (ωB97M-V/def2-TZVPD, the Open Molecules 2025 dataset).

Computed properties:
* charge: -1
* electronic energy: -44002.94671 hartree
* Kohn-Sham gap: 6.40 eV
* multiplicity: 1
* energy above the lowest of the compared OMol25 structures with the same formula, charge and spin: 296.3 kJ/mol

The geometry in XYZ format:
```
130
Properties=species:S:1:pos:R:3:forces:R:3
C -4.8687 2.7259 -1.7990 0.980 0.717 0.646
C -3.4789 3.2166 -1.1973 -0.646 -1.096 -1.058
C -2.6381 1.9584 -0.8518 -0.037 1.633 -0.013
F -3.4390 1.1592 0.0599 0.074 0.756 -0.812
B -1.1919 2.2652 -0.0932 0.195 -0.993 0.969
C -1.2717 3.4532 1.0203 -0.656 0.243 -0.340
C -1.0752 4.8778 0.4157 0.177 -0.015 0.659
C 0.4035 5.3439 0.2745 -0.502 -0.221 -0.383
S 1.1556 5.9244 1.8564 0.020 -0.532 0.093
C 1.7400 4.4807 2.7696 -0.160 -0.243 -0.532
S 2.6176 3.2645 2.1368 -0.331 0.422 0.023
N 1.3893 4.4927 4.1541 0.855 0.069 -3.161
C 1.9291 3.6506 5.0952 -2.958 3.432 3.521
C 1.2353 4.1902 6.2856 1.662 -1.936 -2.935
N 0.3654 5.2317 5.9614 0.287 -1.929 -0.229
C 0.4766 5.3671 4.6599 -0.399 0.203 1.897
O -0.9088 0.9521 0.5456 0.483 -0.364 -0.970
C -0.3639 0.1903 -0.5114 0.046 -0.720 0.191
C 0.4819 1.1853 -1.4844 -2.132 -1.621 2.310
C 1.9465 0.8576 -1.0715 0.326 2.244 -0.994
O 2.5264 -0.3026 -1.6881 -0.966 -0.440 0.765
C 2.6810 -1.3977 -0.8041 0.950 -0.311 0.695
O 2.4228 -2.6675 -1.3878 -0.361 0.706 -0.251
C 1.1174 -2.8842 -1.9145 -0.438 -0.529 -0.118
C 0.0492 -3.4829 -0.9325 -0.506 0.126 -0.872
O 0.2804 -3.2321 0.4471 -0.207 -0.079 -0.202
C 0.0941 0.9970 -2.9675 1.148 0.032 -0.188
C 0.7402 2.0307 -3.9380 -0.553 -0.332 -1.085
C 0.2553 3.5027 -3.7186 -0.048 -0.731 1.226
C 0.2915 1.6279 -5.3917 -0.385 -0.097 0.889
O 0.0241 2.4078 -0.9372 1.106 0.854 -1.377
H -5.1777 3.3759 -2.6393 -0.127 -0.311 0.477
H -5.5879 2.7619 -0.9605 -0.020 -0.252 -0.737
H -4.7244 1.6911 -2.1582 -0.423 0.587 0.169
H -3.6267 3.8937 -0.3371 0.089 -0.443 -0.290
H -2.9427 3.7965 -1.9819 -0.092 -0.382 0.469
H -2.5492 1.3528 -1.7738 -0.082 0.196 0.381
H -2.2999 3.4297 1.4554 0.597 -0.022 -0.131
H -0.5924 3.2457 1.8735 -0.127 0.233 -0.490
H -1.6422 5.5906 1.0556 0.515 -0.017 -0.421
H -1.5188 4.9689 -0.5984 0.260 -0.249 0.477
H 1.0234 4.5858 -0.2351 -0.218 0.179 0.478
H 0.4060 6.2495 -0.3689 0.282 -0.295 0.559
H 2.6554 2.8623 4.9681 -0.244 0.509 -0.390
H 1.4549 3.7124 7.2375 -0.619 0.998 0.102
H -0.0888 6.1367 4.1440 0.434 -0.575 -0.349
H -1.0742 -0.3757 -1.1649 -0.282 0.359 0.504
H 0.2095 -0.5730 0.0454 0.251 0.071 -0.818
H 1.9623 0.8519 0.0326 0.092 -0.246 -0.424
H 2.5743 1.7237 -1.3932 -0.140 -0.528 0.243
H 2.1219 -1.2913 0.1450 -0.143 0.177 -0.661
H 3.7585 -1.4346 -0.5194 -0.539 -0.259 -0.270
H 1.2491 -3.6429 -2.7189 -0.020 0.477 0.368
H 0.6688 -2.0025 -2.3995 0.578 0.036 0.311
H -0.0818 -4.5667 -1.1640 0.333 0.853 0.666
H -0.9208 -3.0090 -1.2074 0.485 -0.296 -0.025
H -0.5072 -2.7506 0.7340 0.338 0.093 0.231
H -0.9959 0.9875 -3.1513 0.354 0.107 0.495
H 0.4693 -0.0070 -3.2708 -0.210 0.475 0.106
H 1.8392 1.9077 -3.8405 -0.489 0.373 -0.148
H 1.0206 4.0483 -3.1357 -0.446 0.079 -0.480
H -0.0532 4.0201 -4.6417 0.482 -0.181 0.259
H -0.6270 3.4451 -3.0462 0.430 0.227 -0.437
H 0.5553 0.5787 -5.6233 0.101 0.555 -0.102
H -0.8206 1.6710 -5.3801 0.525 0.004 -0.166
H 0.6358 2.3441 -6.1572 0.081 -0.453 0.261
Br 2.0012 10.0192 6.2297 -0.074 -0.033 -0.002
C 2.0175 9.1342 7.9641 0.165 0.244 0.001
C 3.0437 8.0327 8.0067 0.134 -0.414 -0.067
Br 2.4238 6.4479 7.0483 1.040 1.365 0.838
H 1.0054 8.7851 8.1502 0.067 -0.091 -0.044
H 2.2654 9.9163 8.6805 0.015 -0.027 -0.016
H 3.2064 7.7022 9.0323 -0.032 0.100 0.008
H 3.9956 8.3206 7.5669 -0.072 0.174 0.057
Br -0.2967 -6.9715 -1.8307 -0.015 -0.389 0.097
C 1.6170 -7.1050 -1.5038 -0.115 0.266 -0.184
C 2.2115 -8.2623 -2.2586 0.218 -0.144 0.132
Br 1.7976 -9.9607 -1.4038 0.072 0.085 0.186
H 1.7502 -7.1750 -0.4284 0.008 -0.062 -0.048
H 2.0361 -6.1625 -1.8555 0.007 -0.029 0.002
H 3.2984 -8.2015 -2.2614 -0.033 0.057 0.033
H 1.8533 -8.3316 -3.2827 -0.034 0.044 0.048
Br 1.0169 -1.4186 4.2023 0.008 0.085 -0.113
C 2.3019 -0.9915 5.5937 -0.104 -0.349 -0.104
C 1.6228 -0.4407 6.8174 -0.071 0.275 0.300
Br 1.0859 1.4141 6.5429 -0.161 -1.578 0.296
H 3.0204 -0.3021 5.1580 -0.054 0.038 0.066
H 2.7994 -1.9330 5.8217 0.006 0.043 0.050
H 2.3129 -0.4188 7.6604 0.017 -0.046 -0.046
H 0.7309 -0.9936 7.1001 0.082 -0.105 -0.100
Br -7.3235 -0.5549 -3.8669 0.070 0.066 -0.028
C -5.7119 -1.2795 -4.6878 -0.294 -0.143 -0.090
C -4.9108 -2.0918 -3.7065 0.335 0.167 0.126
Br -3.9297 -0.9547 -2.4736 -0.059 -0.188 0.071
H -5.1594 -0.4377 -5.0958 0.037 -0.037 0.095
H -6.0670 -1.9075 -5.5041 0.034 -0.007 0.043
H -4.1519 -2.6706 -4.2224 0.019 -0.078 -0.149
H -5.5211 -2.7574 -3.1045 -0.089 0.026 -0.051
Br -1.5888 -6.0045 -6.2686 -0.009 0.037 0.084
C -1.7847 -7.5926 -5.1582 0.066 0.057 -0.201
C -3.0970 -8.2863 -5.4134 -0.098 -0.091 0.259
Br -4.5751 -7.3516 -4.5592 0.010 0.010 -0.090
H -1.6607 -7.2779 -4.1231 -0.076 -0.084 -0.229
H -0.9507 -8.2348 -5.4374 -0.048 -0.024 0.074
H -3.0954 -9.2815 -4.9691 0.064 0.040 0.008
H -3.3410 -8.3646 -6.4698 0.051 0.052 0.019
Br -5.6741 -3.5144 1.9195 0.029 -0.012 -0.093
C -3.7354 -3.6797 2.0419 -0.058 -0.201 0.336
C -3.1210 -2.4872 2.7298 0.128 0.367 -0.409
Br -3.0466 -0.9394 1.5468 0.046 -0.530 0.435
H -3.3665 -3.8237 1.0296 -0.010 0.107 0.026
H -3.5655 -4.5880 2.6191 -0.012 0.018 -0.023
H -2.0850 -2.6952 2.9950 -0.036 -0.139 0.060
H -3.6642 -2.1804 3.6200 -0.022 -0.156 -0.013
Br -2.8533 -12.2152 -5.8788 0.011 0.102 0.014
C -1.2365 -11.4163 -6.6126 -0.121 -0.312 -0.138
C -0.0149 -11.8274 -5.8315 0.106 0.342 0.087
Br 0.1128 -10.8620 -4.1443 -0.084 -0.225 -0.199
H -1.3929 -10.3411 -6.6247 0.074 -0.033 0.033
H -1.1783 -11.7824 -7.6363 0.036 0.016 0.030
H 0.8911 -11.5679 -6.3768 -0.061 0.000 -0.045
H 0.0022 -12.8864 -5.5906 -0.089 0.032 -0.045
Br 6.4401 10.0706 6.9103 -0.038 -0.070 0.017
C 7.2590 8.6051 5.9217 0.188 0.220 0.096
C 7.0148 8.7360 4.4414 -0.213 -0.276 -0.178
Br 5.2003 8.2155 3.9737 0.010 0.083 0.041
H 6.8647 7.6826 6.3387 -0.042 0.022 -0.096
H 8.3232 8.6739 6.1421 -0.021 -0.001 -0.044
H 7.6582 8.0549 3.8867 0.038 0.011 0.085
H 7.1598 9.7472 4.0722 0.028 -0.007 0.111
```
Forces are in eV/Å.

---

# C36H68BN2O5PS2

5 unconnected molecules or ions with the total composition C36H68BN2O5PS2 in a non-equilibrium geometry (ωB97M-V/def2-TZVPD, the Open Molecules 2025 dataset).

Computed properties:
* electronic energy: -3060.73342 hartree
* Kohn-Sham gap: 7.69 eV
* multiplicity: 1
* SMILES: CCCNc1cc2c(c([PH2]=S)c1)Sc1c(cc(B(O)CC)c(CCC(C)C)c1CC)N2.CC(C)O.CC(C)O.CC(C)O.CC(C)O

The geometry in XYZ format:
```
115
Properties=species:S:1:pos:R:3:forces:R:3
C -0.2645 -5.3589 3.4093 -0.384 -0.073 -0.188
C -0.4467 -6.5426 2.3459 0.458 0.554 1.192
C 0.6886 -6.5314 1.2395 -0.525 -0.948 0.366
N 0.1761 -6.3636 -0.1616 0.093 1.788 0.178
C 0.1057 -4.9242 -0.4516 -1.203 1.320 -0.127
C 1.1107 -4.2374 -1.2216 -1.318 0.776 0.740
C 1.0348 -2.7804 -1.4962 -1.399 -2.776 1.366
C -0.1197 -2.1024 -0.9499 0.497 -0.974 -0.021
C -1.1744 -2.8031 -0.1838 1.574 -0.298 -0.678
P -2.6270 -1.7970 0.4402 -0.300 -1.321 -0.557
S -4.1649 -2.8894 0.9415 0.172 -0.026 0.306
C -1.0864 -4.2199 0.0744 1.825 1.521 -1.349
S -0.3241 -0.3179 -1.1528 0.505 -0.527 -0.288
C 1.1061 0.1555 -2.1534 1.051 0.178 -0.797
C 2.0845 -0.8366 -2.5488 1.521 2.533 -1.659
C 3.2055 -0.3329 -3.3639 -1.332 1.182 0.356
C 3.3182 1.0584 -3.7831 -1.203 -0.790 1.187
B 4.5873 1.4915 -4.6660 -0.360 0.003 -0.771
O 4.5347 1.1240 -6.0469 -0.502 1.008 1.251
C 5.8579 2.3122 -4.1352 0.202 -0.105 0.041
C 6.6302 1.6239 -2.9407 0.420 0.726 0.404
C 2.2922 2.0361 -3.4011 0.136 -1.373 1.160
C 2.3387 3.5444 -3.8621 -0.636 -1.522 -0.265
C 1.3847 3.6356 -5.1494 -0.152 0.560 0.897
C 0.5257 4.9627 -5.2175 -0.576 0.287 -0.833
C 1.1921 6.2220 -4.5384 -0.413 -0.849 -0.061
C -0.9683 4.7920 -4.6897 0.962 -0.336 0.941
C 1.1828 1.5768 -2.5541 0.884 -1.076 -0.461
C 0.0531 2.5424 -2.0583 0.753 -0.188 0.448
C 0.1487 2.8674 -0.5124 -0.667 0.364 -0.001
N 2.1108 -2.2387 -2.2582 -1.669 0.981 0.413
H 0.7707 -4.9183 3.3620 -0.973 -0.559 0.172
H -0.4829 -5.7221 4.4499 0.356 0.405 -0.952
H -0.9855 -4.5243 3.2108 0.610 -0.635 0.066
H -1.4795 -6.4730 1.9164 0.940 -0.199 0.204
H -0.4003 -7.4846 2.9609 -0.033 0.709 -0.915
H 1.3959 -5.6999 1.4843 -0.444 -0.851 -0.449
H 1.2207 -7.5230 1.2668 -0.309 1.058 0.061
H -0.8120 -6.6433 -0.1864 0.649 -0.287 0.105
H 1.9664 -4.8438 -1.6071 -0.802 0.686 0.355
H -2.1349 -0.9747 1.4954 0.069 -0.085 -0.711
H -3.0594 -0.9840 -0.6610 0.849 0.048 0.638
H -1.8773 -4.7505 0.6566 0.771 0.634 -0.666
H 4.0070 -1.0323 -3.7169 -0.922 0.512 0.541
H 4.5640 1.9384 -6.5817 0.537 -0.617 0.037
H 6.5652 2.4126 -5.0101 -0.599 0.129 0.930
H 5.5653 3.3419 -3.7734 0.253 -0.956 -0.471
H 6.0379 1.5906 -1.9841 0.324 -0.115 -1.094
H 7.5155 2.2826 -2.7083 -0.725 -0.786 -0.199
H 7.0255 0.6043 -3.1683 -0.467 0.779 0.071
H 1.9689 4.1564 -3.0058 0.348 -0.274 -0.861
H 3.3737 3.8771 -4.1163 -0.784 -0.335 0.305
H 0.6855 2.7558 -5.0814 0.729 0.843 -0.381
H 2.0063 3.5548 -6.0796 -0.527 -0.098 0.843
H 0.4179 5.2147 -6.3140 0.231 -0.316 1.001
H 0.9676 6.2111 -3.4360 0.218 0.185 -0.998
H 0.7302 7.1300 -5.0059 0.725 -0.612 0.621
H 2.3044 6.1862 -4.6426 -0.931 0.394 -0.112
H -0.9528 5.1334 -3.6127 -0.415 -0.172 -1.072
H -1.2618 3.7050 -4.6370 0.122 1.103 -0.398
H -1.7104 5.3887 -5.2722 0.628 -0.502 0.513
H 0.1378 3.5247 -2.5887 -0.284 -1.101 0.326
H -0.9665 2.1005 -2.2486 1.030 0.403 -0.036
H 0.1588 1.9633 0.1436 0.145 0.658 -0.670
H 1.0243 3.5180 -0.2477 -0.716 -0.646 -0.400
H -0.7965 3.4289 -0.2534 1.035 -0.416 -0.092
H 2.3301 -2.8067 -3.0804 -0.039 0.330 0.517
C -3.1319 -4.8860 7.0051 -0.056 -0.280 -0.139
C -1.9021 -5.1757 7.8518 -0.257 0.728 -0.087
C -1.8850 -4.3231 9.1114 0.145 -0.126 0.234
O -0.7271 -4.9183 7.0850 0.221 -0.300 -0.006
H -3.1458 -3.8404 6.6830 -0.005 0.011 0.125
H -3.1277 -5.4953 6.0986 -0.049 0.011 0.055
H -4.0502 -5.0917 7.5599 0.004 0.047 -0.038
H -1.8834 -6.2333 8.1247 0.185 0.027 -0.112
H -1.8570 -3.2585 8.8597 -0.122 -0.039 -0.071
H -0.9918 -4.5325 9.7041 -0.065 -0.053 -0.016
H -2.7661 -4.5120 9.7284 0.025 0.048 -0.016
H -0.7330 -3.9857 6.8370 -0.045 -0.100 0.023
C -4.4081 -8.4446 4.3568 0.173 -0.054 0.215
C -5.4005 -7.3110 4.5673 0.043 -0.247 -0.693
C -6.7402 -7.6209 3.9172 -0.230 0.080 0.133
O -4.8712 -6.1072 4.0169 0.054 0.160 0.291
H -4.2170 -8.6010 3.2906 -0.138 -0.014 0.002
H -3.4480 -8.2044 4.8194 -0.072 -0.005 0.040
H -4.7782 -9.3789 4.7849 0.033 0.006 -0.047
H -5.5422 -7.1410 5.6372 0.080 0.180 -0.067
H -6.6274 -7.7497 2.8365 0.090 -0.093 0.048
H -7.4386 -6.7950 4.0670 0.045 -0.047 0.059
H -7.1802 -8.5304 4.3324 0.000 0.018 -0.052
H -4.7412 -6.2445 3.0703 -0.032 0.061 0.085
C 5.3743 9.2323 -3.9186 0.136 -0.192 -0.137
C 3.9310 9.4588 -4.3420 0.207 0.338 0.615
C 3.5425 10.9241 -4.2195 -0.176 0.097 -0.190
O 3.0663 8.6671 -3.5293 -0.130 -0.199 -0.189
H 5.5213 9.5151 -2.8718 -0.048 0.121 -0.053
H 5.6366 8.1754 -4.0015 -0.024 0.053 -0.065
H 6.0632 9.8127 -4.5361 0.002 -0.014 0.056
H 3.7949 9.1280 -5.3742 -0.137 -0.126 0.112
H 3.6281 11.2637 -3.1828 0.132 -0.045 -0.024
H 2.5019 11.0706 -4.5164 0.068 -0.032 -0.050
H 4.1767 11.5550 -4.8460 -0.022 0.009 0.052
H 3.1775 8.9503 -2.6134 0.007 0.000 -0.107
C -3.9783 2.5871 3.8151 -0.236 0.111 0.074
C -3.4689 2.8596 2.4084 0.435 -0.335 0.463
C -2.8269 1.6211 1.8034 -0.059 -0.015 -0.295
O -2.5154 3.9206 2.4442 -0.112 0.227 -0.224
H -3.1564 2.2976 4.4771 0.015 -0.099 -0.100
H -4.4268 3.4870 4.2410 -0.023 -0.042 -0.078
H -4.7247 1.7898 3.8177 0.045 0.010 0.035
H -4.2957 3.1905 1.7763 0.140 0.157 -0.005
H -1.9654 1.2989 2.3976 -0.085 0.008 0.103
H -2.4557 1.8336 0.7976 -0.067 -0.015 0.022
H -3.5403 0.7955 1.7462 -0.011 0.047 0.050
H -1.7790 3.6393 3.0007 -0.092 0.006 -0.051
```
Forces are in eV/Å.